# 1
A structure of composition C33H34ClF4GeN2O5SSc in a non-equilibrium geometry. Source: the Open Molecules 2025 dataset; level of theory: ωB97M-V with the def2-TZVPD basis set.

```
! RIJCOSX wB97M-V def2-TZVPD def2/J DEFGRID3
* xyz -2 1
Sc 0.06 0.36 0.02
C -3.48 0.49 -0.73
N -2.77 0.70 0.51
C -3.25 1.87 1.21
C -2.74 -0.50 1.32
C -1.93 -0.32 2.59
N -0.66 0.32 2.29
C 0.03 0.79 3.32
C 1.26 1.46 3.07
F 1.66 1.53 1.78
C 2.08 1.99 4.03
F 3.23 2.59 3.66
C 1.78 1.90 5.38
C 0.61 1.23 5.68
F 0.26 1.08 6.98
C -0.23 0.69 4.73
F -1.29 -0.02 5.21
H -4.56 0.32 -0.55
H -3.05 -0.37 -1.25
H -3.34 1.35 -1.38
H -4.29 1.75 1.57
H -3.22 2.72 0.53
H -2.61 2.09 2.06
H -2.30 -1.29 0.71
H -3.77 -0.83 1.60
H -1.80 -1.31 3.05
H -2.52 0.27 3.30
H 2.41 2.33 6.14
O 1.57 2.85 -2.52
Cl 1.70 2.60 -1.13
O 2.73 3.41 -0.59
O 2.02 1.18 -0.90
O 0.45 2.81 -0.43
O -0.82 0.48 -1.61
S -0.56 -1.52 -2.24
C 0.33 -0.65 -3.60
C 0.82 -1.65 -4.63
C -0.17 -2.82 -4.59
C -0.24 -3.15 -3.11
H 1.09 -0.01 -3.15
H -0.42 0.03 -4.00
H 1.82 -2.02 -4.36
H 0.91 -1.20 -5.63
H 0.15 -3.66 -5.21
H -1.15 -2.48 -4.95
H 0.73 -3.57 -2.81
H -1.03 -3.85 -2.82
C 0.17 -1.79 -0.71
Ge 1.81 -2.61 -0.37
C 3.48 -2.32 -1.48
C 4.56 -3.19 -1.32
C 5.76 -3.02 -2.00
C 5.90 -1.95 -2.88
C 4.84 -1.07 -3.05
C 3.66 -1.26 -2.36
C 2.37 -1.98 1.42
C 3.61 -1.41 1.69
C 3.97 -1.05 2.98
C 3.10 -1.27 4.04
C 1.85 -1.82 3.79
C 1.49 -2.16 2.49
C 1.96 -4.60 -0.01
C 1.47 -5.58 -0.88
C 1.60 -6.94 -0.61
C 2.21 -7.37 0.56
C 2.70 -6.42 1.44
C 2.57 -5.06 1.16
H 4.47 -4.04 -0.64
H 6.57 -3.72 -1.85
H 6.83 -1.81 -3.42
H 4.94 -0.22 -3.72
H 2.87 -0.53 -2.48
H 4.31 -1.23 0.88
H 4.94 -0.59 3.16
H 3.38 -0.98 5.05
H 1.14 -1.96 4.60
H 0.50 -2.57 2.30
H 0.97 -5.29 -1.80
H 1.21 -7.66 -1.32
H 2.31 -8.42 0.77
H 3.18 -6.72 2.37
H 2.95 -4.34 1.87
*
```

## Properties
HOMO-LUMO gap in hartree: 0.1951
Energy in Ha: -5858.8642
LUMO level in eV: 4.48

***

# 2
A structure of composition C33H34F5MnN6S2Sb. Source: the Open Molecules 2025 dataset; level of theory: ωB97M-V with the def2-TZVPD basis set.

```
! RIJCOSX wB97M-V def2-TZVPD def2/J DEFGRID3
* xyz 0 2
Mn 0.22 0.42 0.50
C -3.36 -3.19 -2.46
C -2.69 -3.37 -1.11
N -2.92 -2.26 -0.21
C -2.17 -1.15 -0.13
S -0.77 -0.95 -1.15
N -2.58 -0.22 0.73
N -1.69 0.81 0.71
C -2.08 2.03 0.78
C -3.49 2.47 1.02
C -1.02 2.97 0.40
C -1.19 4.35 0.40
C -0.19 5.15 -0.11
C 0.96 4.55 -0.62
C 1.06 3.18 -0.56
N 0.11 2.39 -0.06
H -3.18 -4.05 -3.10
H -2.96 -2.30 -2.96
H -4.44 -3.07 -2.36
H -1.61 -3.49 -1.23
H -3.06 -4.27 -0.62
H -3.75 -2.26 0.37
H -4.13 1.59 1.06
H -3.83 3.14 0.24
H -3.57 3.00 1.97
H -2.10 4.78 0.79
H -0.30 6.23 -0.12
H 1.77 5.13 -1.03
H 1.95 2.68 -0.93
F 1.66 -2.55 1.18
C 0.85 -2.27 2.29
F -0.08 -1.26 1.71
C -0.10 -3.46 2.32
F -0.65 -3.83 1.14
F -1.14 -3.20 3.16
F 0.54 -4.54 2.80
S 1.06 1.61 2.63
C 0.61 0.57 3.90
N 1.42 0.23 4.92
C 0.87 -0.91 5.65
C -0.61 -0.88 5.22
N -0.59 0.03 4.08
H 2.41 0.37 4.81
H 0.99 -0.79 6.72
H 1.35 -1.83 5.31
H -1.26 -0.48 6.00
H -0.97 -1.86 4.92
H -1.25 0.00 3.33
C 5.61 4.10 -0.59
C 5.06 3.44 -1.68
C 4.34 2.27 -1.49
C 4.18 1.72 -0.22
C 4.73 2.40 0.87
C 5.44 3.58 0.69
Sb 2.98 -0.02 0.13
C 3.52 -1.15 -1.59
C 4.73 -1.03 -2.27
C 5.01 -1.84 -3.36
C 4.08 -2.77 -3.79
C 2.88 -2.91 -3.12
C 2.60 -2.10 -2.02
C 4.34 -0.84 1.55
C 3.89 -1.32 2.77
C 4.81 -1.80 3.71
C 6.16 -1.79 3.43
C 6.61 -1.33 2.20
C 5.70 -0.85 1.26
H 6.16 5.02 -0.73
H 5.19 3.85 -2.68
H 3.91 1.77 -2.36
H 4.60 2.00 1.87
H 5.86 4.09 1.54
H 5.47 -0.30 -1.95
H 5.96 -1.73 -3.88
H 4.30 -3.40 -4.65
H 2.15 -3.64 -3.45
H 1.65 -2.22 -1.50
H 2.83 -1.40 2.97
H 4.45 -2.19 4.65
H 6.87 -2.16 4.16
H 7.67 -1.33 1.96
H 6.07 -0.48 0.31
*
```

## Properties
HOMO-LUMO gap (alpha / beta) in hartree: 0.2738 / 0.2676
Energy in Ha: -4293.3578
LUMO level (alpha / beta) in eV: -0.13 / -0.14

***

# 3
A structure of composition C33H34HgN6OPS3. Source: the Open Molecules 2025 dataset; level of theory: ωB97M-V with the def2-TZVPD basis set.

```
! RIJCOSX wB97M-V def2-TZVPD def2/J DEFGRID3
* xyz -2 2
Hg -0.07 0.32 1.51
C 1.93 -2.51 4.30
C 1.51 -3.77 3.82
C 0.44 -3.84 2.98
C -0.26 -2.64 2.56
N 0.21 -1.43 3.01
C 1.26 -1.40 3.85
N -1.34 -2.80 1.82
C -2.08 -1.92 1.10
N -1.78 -0.69 0.54
C -2.79 -0.33 -0.36
N -2.98 0.70 -1.16
C -2.43 1.90 -1.38
C -3.12 2.93 -2.05
C -2.90 4.28 -1.73
C -2.20 4.55 -0.52
C -1.45 3.55 0.05
N -1.14 2.39 -0.78
C -3.79 -1.36 -0.32
C -5.04 -1.48 -0.93
C -5.85 -2.54 -0.59
C -5.43 -3.50 0.36
C -4.19 -3.41 0.96
C -3.36 -2.33 0.62
H 2.77 -2.41 4.98
H 2.04 -4.67 4.11
H 0.07 -4.77 2.58
H 1.56 -0.41 4.18
H -3.94 2.64 -2.71
H -3.43 5.08 -2.25
H -2.37 5.48 0.01
H -1.13 3.51 1.08
H -5.36 -0.73 -1.65
H -6.83 -2.64 -1.05
H -6.11 -4.31 0.64
H -3.86 -4.13 1.70
S 3.37 3.07 3.21
C 2.09 2.24 2.52
S 0.51 2.21 3.23
S 2.26 1.35 1.04
O 1.54 -1.71 0.45
C 2.30 -2.18 -0.35
C 3.49 -3.01 0.03
C 2.99 -4.47 0.07
C 2.15 -4.96 -1.12
C 0.75 -4.30 -1.25
C 0.76 -2.95 -1.99
N 2.00 -2.20 -1.72
H 3.86 -2.72 1.01
H 4.28 -2.89 -0.71
H 2.39 -4.60 0.98
H 3.86 -5.13 0.17
H 1.99 -6.03 -0.99
H 2.71 -4.84 -2.06
H 0.35 -4.13 -0.24
H 0.07 -4.98 -1.76
H -0.10 -2.36 -1.67
H 0.69 -3.09 -3.07
H 2.77 -2.57 -2.25
C -0.37 3.48 -3.52
P -0.01 2.56 -1.99
C 0.21 0.90 -2.66
C 1.53 3.34 -1.49
C 1.70 3.99 -0.27
C 2.90 4.65 -0.01
C 3.92 4.66 -0.94
C 3.75 4.01 -2.15
C 2.56 3.36 -2.42
H -0.44 4.54 -3.30
H -1.29 3.13 -3.97
H 0.48 3.31 -4.20
H 1.13 0.87 -3.24
H -0.65 0.68 -3.29
H 0.28 0.16 -1.86
H 0.92 3.97 0.46
H 3.03 5.13 0.95
H 4.86 5.15 -0.71
H 4.55 4.00 -2.88
H 2.45 2.82 -3.36
*
```

## Properties
HOMO-LUMO gap (alpha / beta) in hartree: 0.1198 / 0.1656
Energy in Ha: -3371.0153
LUMO level (alpha / beta) in eV: 4.13 / 4.13

***

# 4
A structure of composition C33H35AsNP2Pt in a non-equilibrium geometry. Source: the Open Molecules 2025 dataset; level of theory: ωB97M-V with the def2-TZVPD basis set.

```
! RIJCOSX wB97M-V def2-TZVPD def2/J DEFGRID3
* xyz 1 1
Pt 0.19 0.18 0.11
C 2.29 -1.29 2.46
P 2.43 -0.57 0.75
C 2.33 -1.97 -0.41
C 2.76 -1.73 -1.71
C 2.67 -2.72 -2.68
C 2.10 -3.94 -2.35
C 1.62 -4.17 -1.07
C 1.73 -3.19 -0.10
C 4.20 -0.12 0.71
C 5.20 -1.03 0.36
C 6.52 -0.62 0.36
C 6.86 0.68 0.70
C 5.87 1.58 1.06
C 4.54 1.18 1.06
C 0.85 -1.43 2.79
C 0.17 -1.67 4.01
C -1.18 -1.72 3.71
C -1.28 -1.53 2.31
C -2.42 -1.59 1.37
P -2.22 -0.21 0.13
C -3.00 -0.91 -1.36
C -4.29 -0.66 -1.80
C -4.74 -1.25 -2.97
C -3.93 -2.12 -3.68
C -2.64 -2.37 -3.24
C -2.17 -1.76 -2.09
C -3.29 1.10 0.79
C -3.45 1.26 2.16
C -4.19 2.32 2.66
C -4.73 3.25 1.80
C -4.52 3.14 0.44
C -3.81 2.07 -0.07
N -0.05 -1.35 1.79
H 2.79 -0.62 3.16
H 2.81 -2.25 2.49
H 3.20 -0.77 -1.96
H 3.03 -2.53 -3.68
H 2.04 -4.72 -3.11
H 1.16 -5.12 -0.83
H 1.36 -3.38 0.89
H 4.96 -2.04 0.08
H 7.30 -1.32 0.09
H 7.89 0.99 0.69
H 6.13 2.59 1.34
H 3.75 1.87 1.34
H 0.62 -1.77 4.98
H -2.00 -1.88 4.38
H -3.39 -1.55 1.87
H -2.35 -2.51 0.78
H -4.95 -0.01 -1.25
H -5.74 -1.05 -3.31
H -4.30 -2.59 -4.58
H -2.00 -3.04 -3.80
H -1.15 -1.93 -1.75
H -2.99 0.56 2.85
H -4.33 2.41 3.73
H -5.32 4.07 2.20
H -4.92 3.89 -0.23
H -3.65 1.98 -1.14
C 1.62 3.55 -1.42
As 0.09 2.45 -0.89
C -1.15 3.01 -2.31
C -0.54 3.42 0.70
H 1.32 4.60 -1.46
H 1.97 3.24 -2.40
H 2.45 3.44 -0.72
H -1.77 3.84 -1.97
H -1.79 2.19 -2.64
H -0.57 3.34 -3.17
H -1.16 4.28 0.43
H 0.31 3.77 1.27
H -1.12 2.76 1.35
*
```

## Properties
HOMO-LUMO gap in hartree: 0.2265
Energy in Ha: -4370.8926
LUMO level in eV: -3.42

***

# 5
A structure of composition C33H35Cl3N12O3S2Zn in a non-equilibrium geometry. Source: the Open Molecules 2025 dataset; level of theory: ωB97M-V with the def2-TZVPD basis set.

```
! RIJCOSX wB97M-V def2-TZVPD def2/J DEFGRID3
* xyz 2 1
Zn -0.08 0.02 -0.06
N -2.38 1.79 2.92
C -1.66 2.94 2.77
C -1.71 4.16 3.43
C -0.84 5.14 3.00
C 0.07 4.90 1.96
C 0.13 3.69 1.31
C -0.74 2.69 1.72
N -0.93 1.40 1.28
C -1.92 0.91 2.00
C -2.40 -0.43 1.78
C -3.31 -1.17 2.48
S -3.43 -2.74 1.82
C -2.25 -2.30 0.65
N -1.82 -1.09 0.75
H -3.12 1.63 3.59
H -2.42 4.34 4.22
H -0.85 6.11 3.47
H 0.73 5.70 1.66
H 0.82 3.51 0.50
H -3.90 -0.88 3.33
H -1.89 -3.00 -0.08
N 2.12 1.04 0.86
N 2.86 -0.02 1.39
C 2.39 -1.27 1.31
N 3.12 -2.28 1.76
N 1.13 -1.42 0.82
N 0.50 -2.56 0.82
O 1.04 -3.58 1.26
O 0.70 -2.75 -1.75
H 2.60 1.48 0.08
H 1.91 1.74 1.57
H 3.82 0.13 1.69
H 4.05 -2.14 2.10
H 2.65 -3.20 1.74
N 0.39 1.66 -1.27
C 0.04 2.47 -2.01
N -0.31 3.40 -2.82
C 0.34 3.57 -4.11
C -0.66 3.31 -5.24
C -2.02 3.97 -4.95
C -1.93 4.96 -3.79
C -1.48 4.24 -2.52
H 1.17 2.87 -4.17
H 0.73 4.59 -4.17
H -0.79 2.23 -5.35
H -0.23 3.69 -6.16
H -2.76 3.21 -4.71
H -2.38 4.50 -5.84
H -2.91 5.40 -3.60
H -1.25 5.77 -4.04
H -2.28 3.60 -2.15
H -1.23 4.97 -1.74
Cl 1.97 -7.06 -9.60
C 1.72 -6.00 -8.27
C 1.65 -6.50 -6.98
C 1.46 -5.63 -5.92
C 1.36 -4.26 -6.12
C 1.20 -3.35 -4.93
C -0.29 -3.21 -4.56
N -0.55 -2.11 -3.66
C -1.37 -1.03 -3.93
C -1.39 -0.27 -2.82
N -0.59 -0.83 -1.86
C -0.11 -1.94 -2.39
O 1.85 -3.89 -3.78
C 3.26 -3.71 -3.71
C 3.65 -2.46 -2.97
C 4.17 -2.48 -1.70
Cl 4.45 -3.85 -0.72
S 4.59 -0.90 -1.14
C 4.02 -0.20 -2.60
C 3.56 -1.13 -3.47
C 1.43 -3.78 -7.43
Cl 1.29 -2.08 -7.73
C 1.61 -4.63 -8.50
H 1.73 -7.56 -6.81
H 1.42 -6.00 -4.91
H 1.59 -2.35 -5.16
H -0.62 -4.16 -4.12
H -0.87 -3.03 -5.47
H -1.82 -0.91 -4.89
H -1.93 0.63 -2.62
H 1.16 -3.36 -2.39
H 3.69 -3.72 -4.72
H 3.63 -4.58 -3.16
H 4.10 0.85 -2.75
H 3.18 -0.88 -4.44
H 1.68 -4.25 -9.50
*
```

## Properties
HOMO-LUMO gap in hartree: 0.3021
Energy in Ha: -6117.1718
LUMO level in eV: -4.68

***

# 6
A structure of composition C33H35Cl5MnN4P2 in a non-equilibrium geometry. Source: the Open Molecules 2025 dataset; level of theory: ωB97M-V with the def2-TZVPD basis set.

```
! RIJCOSX wB97M-V def2-TZVPD def2/J DEFGRID3
* xyz 0 6
Mn 0.29 0.02 2.80
C -1.82 1.94 -5.72
C -1.89 0.73 -5.16
C -1.07 -0.51 -5.41
C 0.28 -0.33 -6.14
C 1.23 0.59 -5.40
C 1.30 1.93 -5.44
C 0.48 2.92 -6.21
C -0.87 2.44 -6.78
C 1.71 0.58 4.26
H -2.52 2.69 -5.34
H -2.66 0.59 -4.39
H -1.68 -1.24 -5.97
H -0.88 -0.98 -4.44
H 0.74 -1.32 -6.22
H 0.11 0.01 -7.16
H 1.93 0.08 -4.74
H 2.07 2.38 -4.81
H 1.09 3.33 -7.03
H 0.28 3.78 -5.54
H -1.34 3.29 -7.29
H -0.70 1.68 -7.55
H 1.33 1.37 4.92
H 2.65 0.93 3.79
H 1.95 -0.32 4.87
P 1.91 -0.45 1.23
P -1.17 -0.67 1.16
N 2.93 0.84 0.70
N 3.14 -1.67 1.52
N -1.81 0.59 0.15
N -2.57 -1.64 1.53
C 1.12 -1.06 -0.36
C -0.24 -1.71 -0.07
C 2.72 2.18 1.07
C 3.58 2.96 0.33
C 4.34 2.10 -0.52
C 3.92 0.80 -0.29
C 3.97 -1.66 2.64
C 4.58 -2.89 2.73
C 4.09 -3.70 1.66
C 3.20 -2.93 0.93
C -2.05 1.88 0.64
C -2.56 2.65 -0.38
C -2.62 1.82 -1.55
C -2.16 0.57 -1.21
C -3.63 -1.99 0.69
C -4.40 -2.93 1.35
C -3.79 -3.18 2.62
C -2.67 -2.38 2.71
H 1.80 -1.72 -0.92
H 0.98 -0.14 -0.96
H -0.82 -1.89 -0.99
H -0.12 -2.69 0.44
H 1.97 2.41 1.83
H 3.66 4.05 0.40
H 5.12 2.39 -1.23
H 4.25 -0.16 -0.70
H 4.05 -0.76 3.25
H 5.31 -3.19 3.49
H 4.37 -4.73 1.43
H 2.60 -3.17 0.05
H -1.83 2.10 1.69
H -2.84 3.70 -0.31
H -2.97 2.12 -2.55
H -2.05 -0.34 -1.80
H -3.77 -1.50 -0.27
H -5.32 -3.38 0.97
H -4.14 -3.86 3.40
H -1.92 -2.24 3.50
Cl 0.24 -2.43 4.86
C -0.86 -1.14 5.35
C -0.97 0.01 4.54
C -1.77 1.08 4.98
Cl -1.79 2.60 4.11
C -2.53 0.96 6.16
Cl -3.54 2.30 6.70
C -2.46 -0.21 6.93
Cl -3.40 -0.36 8.41
C -1.61 -1.26 6.53
Cl -1.48 -2.72 7.51
*
```

## Properties
HOMO-LUMO gap (alpha / beta) in hartree: 0.2021 / 0.2717
Energy in Ha: -5632.0296
LUMO level (alpha / beta) in eV: -0.37 / -1.13